No. 1
The following is a DFT calculation (ωB97M-V/def2-TZVPD) of 3 unconnected molecules or ions with the total composition C14H35F3N3O5P2.

```
! RIJCOSX wB97M-V def2-TZVPD def2/J DEFGRID3
* xyz 1 1
H -0.14 1.81 -4.00
C 0.82 -5.18 1.87
F 0.21 -3.96 -2.08
H 0.50 4.42 3.68
H 0.50 4.92 -6.92
H 3.31 2.50 1.72
H 1.12 4.24 -0.62
C 0.77 4.22 2.64
P 0.86 -4.04 0.46
C 0.74 2.29 1.23
H -1.30 -5.42 1.41
C 2.08 3.83 -0.31
H 1.40 6.37 -6.43
C 0.38 -4.89 -1.14
H -3.74 -5.11 4.21
N 3.18 2.00 0.85
H 2.54 4.51 0.41
C 0.91 5.46 -6.06
H 1.68 4.78 2.41
C -0.95 3.81 -4.06
C -0.51 -5.93 1.96
N -1.67 -2.55 1.59
O 0.61 -1.37 1.88
O 0.96 2.82 2.52
H -1.69 -4.67 6.33
H -2.42 -2.76 0.94
H 3.11 1.02 1.13
H -0.33 2.45 -5.64
C -2.04 -4.38 5.34
H 1.00 3.01 -4.61
N -0.41 4.27 -2.78
F -0.75 -5.58 -1.00
H 1.65 -5.88 1.74
H -3.17 -6.26 5.39
C 1.92 2.43 0.26
H 1.02 -4.62 2.78
H -1.19 -4.09 4.73
H -2.68 -3.51 5.47
H 2.74 3.80 -1.18
H -0.40 -6.94 1.57
C -0.05 2.71 -4.61
H -1.50 4.59 -6.02
H 0.56 1.23 1.39
F 1.36 -5.72 -1.51
H -2.02 5.57 -4.65
H -1.93 3.36 -3.86
H -1.98 -1.79 2.19
H 0.43 -1.72 2.77
C -1.19 4.97 -5.04
H 0.41 4.83 -2.98
H 1.70 1.76 -0.58
O -2.72 -7.09 2.90
H -0.18 2.72 0.79
O -0.85 -5.95 3.34
H -0.04 4.57 2.00
C -2.84 -5.51 4.68
O -0.11 5.86 -5.16
H 2.19 -3.66 0.28
H -1.07 4.92 -2.35
C -2.17 -6.27 3.57
P -0.29 -2.07 0.74
H 1.67 4.84 -5.58
*
```

Summary:
calculated total energy: -56515.926 eV
HOMO-LUMO gap: 7.17 eV

No. 2
The following is a DFT calculation (ωB97M-V/def2-TZVPD) of a molecular structure, C14H36AsMnN2S4Sb.

```
! RIJCOSX wB97M-V def2-TZVPD def2/J DEFGRID3
* xyz -2 6
H 2.11 -0.60 3.58
H 1.60 -2.12 2.81
H 0.73 1.61 -3.45
C -2.42 1.25 -1.88
C -3.03 2.61 -2.21
S 0.76 -3.56 0.32
C 1.77 -0.05 -2.51
H -3.29 2.69 -3.27
H -1.54 1.13 -2.52
H 2.11 2.02 1.47
H 3.80 -1.38 1.88
H 1.27 3.46 2.05
H -1.09 1.85 -0.31
H 0.66 -0.95 5.24
H 0.90 1.58 3.65
H -0.56 -1.16 -2.33
H 1.46 -2.04 -3.36
H 3.07 0.14 1.35
H -2.33 3.42 -1.96
H 0.26 -2.02 -1.16
C -1.97 1.18 -0.41
C 2.96 0.80 -2.07
H -1.05 -1.95 3.66
H -3.94 2.77 -1.63
H 3.08 -1.38 -3.58
S -2.59 -4.29 -1.15
H -3.09 -0.83 -1.88
Sb -1.58 -3.30 0.71
C 0.37 1.59 2.70
N -0.15 -1.09 -1.40
H -0.63 2.02 2.86
H 0.22 0.02 -4.05
H 3.48 0.29 -1.26
H -3.56 0.07 -3.33
H 1.78 0.69 -4.55
Mn -1.53 -0.80 0.32
H -0.28 0.55 5.29
C -0.34 -0.53 5.12
H -4.39 0.33 -1.77
S -3.44 -0.90 1.31
H 0.58 2.49 0.74
H -1.94 -0.46 3.66
H -2.75 1.66 0.20
H 2.62 1.77 -1.70
C 1.79 -1.06 2.64
S -2.02 -4.42 2.68
H 3.66 0.96 -2.90
As 0.04 -0.29 2.15
H -0.97 -0.95 5.90
C -3.42 0.14 -2.25
H 2.57 -2.00 -1.99
C 1.13 2.44 1.68
H 2.53 -1.40 0.65
C -0.94 -0.87 3.76
C 2.86 -0.91 1.56
C 2.25 -1.46 -2.88
N 0.89 -0.13 -1.34
H 0.46 0.77 -1.16
C 1.08 0.61 -3.71
*
```

Summary:
calculated total energy: -160120.275 eV
<S²>: 8.8639
HOMO-LUMO gap (alpha / beta): 5.01 / 5.17 eV

No. 3
The following is a DFT calculation (ωB97M-V/def2-TZVPD) of a molecular structure, C14H36BBeF4N2O6.

```
! RIJCOSX wB97M-V def2-TZVPD def2/J DEFGRID3
* xyz 1 1
F 1.28 1.71 -2.22
H 2.21 -0.22 -3.11
H 3.91 -0.23 -2.57
C -2.54 -0.75 0.03
H -2.50 -5.84 -0.73
H 0.49 -2.06 0.12
C 1.15 0.65 2.82
H 1.53 0.14 3.73
H -3.09 0.21 -2.44
C 0.04 4.04 1.00
C -1.34 -1.53 0.56
H 2.95 2.86 0.13
H -1.35 -1.83 -2.11
C 2.88 -0.20 1.32
C -0.28 -3.59 -1.58
H -0.71 -0.39 3.29
O 2.40 -0.28 -1.08
H -3.11 -1.42 -0.63
B 0.02 1.72 -2.94
H 1.69 1.59 2.84
O -1.37 -4.16 -0.91
H -1.66 -2.53 0.87
C 1.54 3.99 0.78
O 1.99 2.83 0.06
Be 0.31 1.03 -0.37
H 2.88 -1.71 -2.40
C -2.33 1.66 2.54
H -2.67 1.84 -1.92
H -1.40 -5.84 -2.15
O -2.12 0.42 -0.60
H 1.82 4.90 0.25
H -3.23 -0.67 0.88
C 3.14 -0.80 -0.04
H 0.68 -3.92 -1.15
H 2.05 3.95 1.75
F 0.25 2.05 -4.24
H 3.00 -1.90 0.03
H 1.22 -1.08 1.75
H -0.17 3.65 2.01
H 3.38 -0.72 2.13
H -2.63 2.44 1.84
H 4.23 -0.80 -0.18
O -1.01 1.31 2.16
H -2.38 2.06 3.56
C -3.05 0.88 -1.58
H -0.81 -6.10 -0.48
C 2.90 -0.61 -2.38
F -0.81 2.62 -2.27
H 3.25 0.83 1.36
H -0.32 5.06 0.95
H -4.06 1.04 -1.18
C -1.52 -5.55 -1.10
H 0.40 -1.71 -2.32
H -1.61 3.50 -0.01
O -0.77 3.12 0.25
H -1.12 -1.08 1.54
C -0.39 -2.08 -1.67
F -0.47 0.42 -2.69
N -0.19 -1.46 -0.33
N 1.42 -0.10 1.60
H -0.28 -3.93 -2.63
C -0.32 0.63 3.19
H -0.40 1.13 4.17
H -3.00 0.79 2.51
*
```

Summary:
calculated total energy: -42311.370 eV
HOMO-LUMO gap: 9.47 eV

No. 4
The following is a DFT calculation (ωB97M-V/def2-TZVPD) of a molecular structure, C14H36BaN2O5.

```
! RIJCOSX wB97M-V def2-TZVPD def2/J DEFGRID3
* xyz 2 1
H 3.87 4.07 2.94
H -2.63 -4.11 0.54
C 2.86 -6.08 -3.14
H 4.57 1.97 2.85
Ba 0.53 -0.23 -0.12
C 4.44 2.46 1.89
H 1.03 -7.23 -3.64
H -4.77 -2.44 -0.19
C -3.69 1.58 -1.71
C -2.76 2.38 -2.67
C 4.89 0.60 0.48
H 3.12 4.19 1.27
C 0.05 2.91 3.63
H -2.23 1.56 4.04
C -1.31 1.00 3.87
H 1.19 -6.60 -1.96
H 4.39 -0.35 0.30
C -0.47 3.02 -2.72
H 0.49 2.59 -2.39
H 3.21 -6.39 -4.12
H -0.42 4.04 -2.34
H -1.62 0.08 3.37
H -5.32 -0.79 -1.77
N -3.35 0.17 -1.76
C 1.71 -7.05 -2.80
O -1.49 2.25 -2.10
C -2.70 -3.15 1.05
H 2.44 2.51 3.58
H 1.17 4.60 3.24
H -0.55 3.08 -3.80
O -2.68 -2.09 0.04
H -3.49 -0.22 -2.68
H -4.66 1.65 -2.21
H -3.76 -2.87 -1.57
N 2.23 2.83 2.65
O -0.43 1.65 2.94
H -3.80 1.93 -0.68
C -4.41 -0.70 -1.17
H 2.22 -7.96 -2.48
H 3.61 -6.23 -2.37
H 0.48 3.93 1.82
H -0.80 3.58 3.74
H 5.43 0.80 -0.45
O 2.44 -4.77 -3.24
C -3.91 -2.13 -0.79
H 5.67 0.51 1.23
H -3.60 -3.14 1.68
H -0.72 0.79 4.77
O 3.96 1.61 0.78
H 5.41 2.84 1.58
C 1.00 3.64 2.74
H -4.88 -0.32 -0.26
H 2.23 -4.67 -4.17
H -1.92 -3.10 1.81
C 3.39 3.55 2.10
H 0.29 2.75 4.68
H -2.87 2.09 -3.72
H -3.06 3.42 -2.58
*
```

Summary:
calculated total energy: -28994.473 eV
HOMO-LUMO gap: 6.61 eV